65
Properties=species:S:1:pos:R:3:mulliken_charge:R:1 method="wB97M-V/def2-TZVPD" gap_ev=8.7 total_energy_ev=-45986.9602 charge=+1
C 0.725 2.549 0.738 -1.496
C 0.501 1.013 0.757 0.874
C -0.934 0.714 0.276 -1.457
C -1.686 -0.332 1.051 0.198
C -1.963 -0.260 2.375 0.195
C -1.503 0.873 3.238 -1.100
C -0.330 0.401 4.222 0.163
N -0.835 0.018 5.540 -0.637
N 0.621 1.487 4.473 -0.763
N 0.395 -0.753 3.686 -0.369
C -2.695 -1.281 3.016 -0.599
N -3.156 -2.304 2.383 -1.119
N -2.879 -2.359 1.099 0.770
C -3.449 -3.559 0.392 -0.723
O -4.690 -3.858 0.954 -0.218
N -5.676 -3.096 0.190 0.200
O -6.442 -2.598 0.887 -0.244
C -2.174 -1.488 0.391 0.866
N -1.915 -1.649 -0.949 -0.483
H 1.789 2.747 0.655 0.416
H 0.292 3.008 1.625 0.410
H 0.208 2.920 -0.145 0.324
H 0.686 0.649 1.754 -0.248
H 1.216 0.597 0.055 0.005
H -0.920 0.491 -0.783 0.946
H -1.517 1.633 0.357 0.570
H -1.167 1.712 2.646 0.391
H -2.316 1.189 3.886 0.490
H -1.233 0.811 6.026 0.321
H -1.483 -0.754 5.496 0.241
H 1.022 1.737 3.572 0.261
H 0.083 2.299 4.766 0.355
H 0.282 -1.540 4.311 0.265
H 1.379 -0.508 3.731 0.280
H -2.913 -1.188 4.066 0.557
H -3.636 -3.327 -0.655 0.580
H -2.782 -4.404 0.518 0.314
H -1.855 -2.616 -1.248 0.391
H -0.994 -1.259 -1.131 0.095
C 1.201 4.248 -5.334 -1.374
C 0.397 3.529 -4.271 0.461
C 0.821 3.793 -2.848 -0.670
O 0.370 2.596 -2.184 -0.040
C 0.377 1.605 -3.106 0.347
O 0.224 0.452 -2.836 -0.438
O 0.579 2.092 -4.341 -0.376
H 1.324 3.620 -6.215 0.355
H 0.700 5.168 -5.631 0.358
H 2.196 4.515 -4.977 0.343
H -0.668 3.725 -4.409 0.315
H 0.361 4.676 -2.412 0.341
H 1.905 3.856 -2.733 0.342
C 3.002 -3.769 -2.782 -1.413
C 2.778 -2.604 -1.840 1.141
C 3.591 -1.369 -2.131 -0.533
O 3.649 -0.745 -0.840 -0.346
C 3.558 -1.733 0.089 0.627
O 3.740 -1.584 1.251 -0.536
O 3.218 -2.910 -0.501 -0.385
H 2.948 -4.715 -2.246 0.355
H 2.250 -3.772 -3.570 0.388
H 3.979 -3.717 -3.262 0.323
H 1.711 -2.366 -1.782 -0.260
H 3.122 -0.710 -2.858 0.250
H 4.611 -1.594 -2.450 0.402

62
Properties=species:S:1:pos:R:3:mulliken_charge:R:1 method="wB97M-V/def2-TZVPD" gap_ev=7.1 total_energy_ev=-60091.8519 charge=+1
Sn -0.085 -0.470 0.458 1.096
C -1.253 3.867 2.177 -2.048
C -1.316 2.496 1.559 0.763
N -0.880 1.419 2.082 0.219
N -0.237 1.451 3.287 -0.473
C 0.177 0.295 3.813 0.598
N 0.838 0.359 4.972 -0.406
S -0.137 -1.208 3.096 -0.468
C -1.940 2.339 0.213 1.034
C -2.164 3.444 -0.598 -0.970
C -2.803 3.262 -1.815 -0.312
C -3.206 1.987 -2.169 -1.065
C -2.904 0.940 -1.306 -0.234
N -2.277 1.099 -0.149 -0.315
H -1.261 3.845 3.265 0.535
H -0.348 4.389 1.855 0.392
H -2.112 4.461 1.876 0.457
H 0.006 2.324 3.734 0.227
H 0.998 1.221 5.466 0.186
H 1.180 -0.496 5.377 0.233
H -1.834 4.430 -0.302 0.331
H -2.989 4.104 -2.468 0.445
H -3.744 1.800 -3.087 0.473
H -3.193 -0.075 -1.557 0.560
C -2.482 -3.062 0.352 -1.200
N -1.315 -2.763 -0.476 0.662
C -1.747 -2.362 -1.812 -0.303
C -0.372 -3.874 -0.518 -1.068
C 1.013 -3.405 -0.926 -0.965
N 1.602 -2.399 -0.019 0.639
C 2.012 -3.035 1.242 -1.245
C 2.804 -1.850 -0.676 -0.924
H -3.082 -3.883 -0.061 0.365
H -3.113 -2.175 0.425 0.299
H -2.165 -3.335 1.358 0.363
H -2.371 -3.133 -2.280 0.431
H -0.889 -2.172 -2.456 0.265
H -2.321 -1.435 -1.749 -0.555
H -0.699 -4.654 -1.220 0.325
H -0.336 -4.332 0.471 0.458
H 0.983 -2.968 -1.925 0.456
H 1.679 -4.275 -0.978 0.386
H 2.704 -3.862 1.046 0.347
H 1.152 -3.418 1.786 0.358
H 2.510 -2.302 1.873 0.251
H 3.488 -2.657 -0.960 0.410
H 3.332 -1.189 -0.001 0.028
H 2.525 -1.288 -1.566 0.207
C 0.552 1.455 -4.047 -1.082
S 1.002 1.138 -2.331 0.253
C 0.936 2.824 -1.695 -0.668
H -0.431 1.920 -4.107 0.257
H 0.531 0.500 -4.568 0.363
H 1.299 2.096 -4.514 0.364
H 1.696 3.438 -2.176 0.532
H 1.141 2.771 -0.626 0.057
H -0.052 3.252 -1.861 0.040
N 1.691 0.751 1.025 -0.268
C 2.857 0.817 1.205 0.686
N 4.053 0.971 1.513 -0.762
C 5.155 0.510 0.954 0.476
N 6.141 0.101 0.516 -0.496

63
Properties=species:S:1:pos:R:3:mulliken_charge:R:1 method="wB97M-V/def2-TZVPD" gap_ev="8.0 / 4.7" total_energy_ev=-66290.1560 multiplicity=3 charge=+4 de_lowest_ev=1.165
Au 0.993 -0.206 0.056 0.897
C 5.252 -0.718 -1.416 -1.672
C 3.785 -0.637 -1.178 0.697
N 3.218 -0.627 -0.028 -0.283
N 3.881 -0.741 1.151 -0.245
C 3.247 -0.603 2.329 0.638
N 3.936 -0.769 3.437 -0.339
S 1.577 -0.208 2.442 -0.417
C 2.863 -0.592 -2.336 0.798
C 3.319 -0.744 -3.638 -0.530
C 2.408 -0.778 -4.689 -0.579
C 1.057 -0.662 -4.415 -0.853
C 0.672 -0.486 -3.093 -0.160
N 1.543 -0.443 -2.090 -0.177
H 5.853 -0.626 -0.515 0.450
H 5.561 0.075 -2.099 0.407
H 5.504 -1.667 -1.897 0.440
H 4.871 -0.957 1.142 0.185
H 4.925 -0.986 3.449 0.226
H 3.496 -0.662 4.340 0.229
H 4.373 -0.858 -3.845 0.432
H 2.757 -0.908 -5.705 0.472
H 0.316 -0.702 -5.200 0.464
H -0.373 -0.386 -2.827 0.542
C -1.429 -6.054 1.480 -1.120
C -1.506 -4.834 0.596 -0.350
S -0.927 -3.302 1.504 0.502
O -0.546 -2.267 0.495 -0.373
C -2.423 -2.652 2.343 -0.338
C -3.517 -2.283 1.351 -1.272
H -1.940 -6.872 0.965 0.368
H -1.932 -5.930 2.439 0.355
H -0.408 -6.396 1.640 0.364
H -2.529 -4.583 0.314 0.281
H -0.880 -4.906 -0.293 0.475
H -2.063 -1.781 2.892 0.357
H -2.740 -3.408 3.064 0.481
H -3.114 -1.710 0.515 0.359
H -4.268 -1.682 1.862 0.376
H -4.029 -3.161 0.963 0.407
C -1.359 4.642 1.168 -0.757
N -2.395 3.540 1.453 0.041
C -3.405 3.538 0.296 -0.768
N -2.711 3.359 -0.930 0.221
C -1.759 4.441 -1.170 -0.863
N -0.767 4.418 -0.100 0.209
C 0.140 3.299 -0.161 -0.996
P -0.791 1.683 0.064 1.220
C -1.750 2.200 1.598 -1.147
C -2.181 2.041 -1.164 -1.065
H -0.614 4.637 1.965 0.378
H -1.883 5.599 1.177 0.361
H -2.884 3.769 2.324 0.365
H -3.923 4.497 0.299 0.362
H -4.133 2.743 0.464 0.372
H -2.281 5.397 -1.166 0.310
H -1.278 4.316 -2.139 0.349
H 0.897 3.384 0.622 0.490
H 0.653 3.285 -1.125 0.463
H -1.078 2.209 2.458 0.489
H -2.526 1.457 1.792 0.563
H -2.966 1.291 -1.045 0.435
H -1.794 1.969 -2.181 0.472

66
Properties=species:S:1:pos:R:3:mulliken_charge:R:1 method="wB97M-V/def2-TZVPD" gap_ev=4.8 total_energy_ev=-84069.2408 charge=+1
C 7.639 -0.514 -1.052 -0.567
N 7.481 -1.152 -2.413 -0.305
C 6.041 -1.445 -2.769 -0.734
C 5.016 -0.173 -2.637 0.109
C 3.670 -0.225 -1.646 0.567
P 3.324 -1.833 -0.677 0.335
O 1.931 -1.787 0.366 -0.226
O 4.705 -2.204 0.342 -0.459
S 2.979 -3.302 -1.966 -0.321
C 2.707 1.106 -1.586 0.072
C 1.341 1.197 -0.682 0.233
O 0.174 0.863 -1.261 -0.492
O 1.460 1.698 0.726 -0.416
C 3.084 2.443 -2.491 0.313
C 2.117 3.808 -2.477 -0.928
C 1.083 3.821 -3.773 0.149
O 0.860 2.642 -4.397 -0.433
C 4.435 2.351 -3.417 0.279
S 4.848 3.915 -4.431 -0.122
N 5.310 1.084 -3.472 0.060
Cl 6.674 1.202 -4.577 0.090
H 7.743 0.666 -1.166 0.186
H 8.702 -0.869 -0.642 0.326
H 6.821 -0.802 -0.266 0.136
H 8.105 -1.984 -2.500 0.303
H 6.040 -1.753 -3.922 0.309
H 5.724 -2.406 -2.182 0.321
H 1.348 -2.586 0.109 0.278
H 4.500 -1.973 1.312 0.333
H 2.392 2.116 0.769 0.407
H 2.756 4.798 -2.556 0.340
H 1.476 3.872 -1.480 0.346
H 0.512 4.783 -4.160 0.334
H 4.990 4.906 -3.407 0.230
C -3.147 0.557 2.992 -0.811
O -2.549 0.434 4.277 -0.398
C -2.365 -0.932 4.660 -0.447
C -0.903 -1.360 4.506 -0.562
O -0.523 -1.413 3.127 -0.355
C 0.263 -0.292 2.743 -0.576
H -3.094 1.605 2.687 0.319
H -2.625 -0.048 2.245 0.321
H -4.198 0.259 3.042 0.372
H -3.031 -1.593 4.091 0.228
H -2.643 -1.006 5.717 0.409
H -0.790 -2.373 4.905 0.412
H -0.239 -0.698 5.072 0.328
H 1.261 -0.368 3.188 0.418
H -0.204 0.650 3.039 0.399
H 0.365 -0.300 1.654 -0.117
C -5.113 -0.827 0.604 -0.761
O -6.175 -0.005 1.077 -0.305
C -7.047 0.413 0.022 -0.576
C -8.351 -0.390 0.030 -0.514
O -8.121 -1.754 -0.335 -0.372
C -8.139 -2.622 0.791 -0.672
H -4.598 -1.252 1.469 0.192
H -5.485 -1.647 -0.017 0.402
H -4.402 -0.223 0.034 0.340
H -6.547 0.342 -0.953 0.356
H -7.282 1.467 0.202 0.374
H -9.026 0.030 -0.723 0.374
H -8.848 -0.321 1.004 0.332
H -9.164 -2.726 1.164 0.328
H -7.489 -2.260 1.592 0.265
H -7.782 -3.606 0.474 0.242